This record from the Open Molecules 2025 dataset describes a molecular structure, C3H2FLiNdO3 at a distorted geometry. The level of theory is wB97M-V/def2-TZVPD.

```
11
Properties=species:S:1:pos:R:3:forces:R:3
O -0.22594 -1.80433 -1.25987 -0.34 0.67 1.08
C 0.50232 -1.06206 -0.66445 0.82 0.26 -1.67
C -1.49283 0.81350 -0.66018 -0.25 -1.26 -0.72
O -0.44509 0.40253 0.00164 1.20 0.20 0.85
O 1.65702 -0.78438 -0.48430 -0.87 0.61 1.09
C -2.77314 0.41267 -0.55978 0.23 -0.07 0.08
Li -2.10164 -1.91916 -1.60309 0.09 0.23 0.06
F -1.13177 1.58457 -1.70155 -0.02 0.51 -0.07
H -3.51872 0.81752 -1.24206 0.17 -0.07 0.28
H -3.06958 -0.17415 0.30923 0.02 0.22 -0.20
Nd 2.14905 2.00014 0.94449 -1.04 -1.32 -0.79
```
Forces are in eV/Å.

Summary:
molar mass = 256.23 g mol⁻¹
2S+1 = 5
total charge = +2
E_LUMO (spin up / spin down) = -0.342 / -0.338 Eh